# C37H87NO12S

A cluster of 8 separate species, C37H87NO12S in total (ωB97M-V/def2-TZVPD, the Open Molecules 2025 dataset).

```
! wB97M-V def2-TZVPD RIJCOSX def2/J DEFGRID3
* xyz 0 1
C 5.283 -3.015 0.710
C 6.045 -2.178 -0.263
O 6.396 -2.567 -1.361
N 6.313 -0.835 0.174
C 5.234 0.051 -0.357
C 5.075 1.264 0.539
C 3.955 2.189 0.017
C 2.985 2.660 1.117
O 1.606 2.332 0.868
S 1.340 0.747 1.072
O 1.655 0.076 -0.160
O -0.266 0.958 1.092
C -0.953 -0.102 1.742
C -1.835 -0.797 0.695
C -2.714 0.122 -0.074
O -1.512 -0.576 -0.609
H 5.730 -2.947 1.698
H 4.277 -2.603 0.796
H 5.250 -4.053 0.404
H 7.189 -0.575 -0.261
H 5.511 0.336 -1.372
H 4.289 -0.486 -0.401
H 4.894 0.927 1.556
H 6.002 1.834 0.560
H 4.427 3.081 -0.389
H 3.392 1.746 -0.798
H 3.009 3.742 1.163
H 3.286 2.296 2.099
H -1.674 0.273 2.461
H -0.292 -0.865 2.149
H -2.251 -1.761 0.959
H -3.525 -0.254 -0.676
H -2.365 1.136 -0.209
C 9.571 -2.945 -0.665
C 9.845 -2.215 0.641
O 9.743 -3.034 1.790
C 10.625 -4.142 1.846
C 12.095 -3.769 1.815
H 8.587 -3.408 -0.645
H 9.611 -2.251 -1.505
H 10.303 -3.733 -0.849
H 9.103 -1.427 0.782
H 10.822 -1.719 0.609
H 10.391 -4.855 1.047
H 10.405 -4.645 2.788
H 12.377 -3.274 0.883
H 12.708 -4.664 1.918
H 12.332 -3.090 2.635
C -2.813 1.670 -6.202
C -2.447 2.394 -4.917
O -2.667 1.635 -3.747
C -1.946 0.415 -3.641
C -0.438 0.584 -3.662
H -3.856 1.352 -6.176
H -2.669 2.329 -7.060
H -2.201 0.782 -6.359
H -3.076 3.281 -4.817
H -1.410 2.748 -4.953
H -2.271 -0.287 -4.419
H -2.237 -0.017 -2.689
H -0.084 0.999 -4.608
H 0.048 -0.381 -3.519
H -0.118 1.253 -2.862
C 14.081 -6.486 6.330
C 13.372 -5.348 5.614
O 12.465 -5.773 4.615
C 11.394 -6.593 5.045
C 10.491 -5.939 6.077
H 14.610 -7.116 5.614
H 14.801 -6.088 7.045
H 13.384 -7.121 6.878
H 14.109 -4.735 5.095
H 12.870 -4.692 6.334
H 11.772 -7.553 5.415
H 10.815 -6.812 4.147
H 11.022 -5.717 7.004
H 9.661 -6.601 6.322
H 10.088 -5.002 5.691
C -6.785 2.225 -2.523
C -6.612 0.757 -2.177
O -6.267 0.520 -0.824
C -7.193 0.967 0.149
C -8.570 0.337 0.024
H -5.877 2.780 -2.285
H -6.995 2.338 -3.587
H -7.609 2.681 -1.971
H -5.790 0.346 -2.764
H -7.509 0.187 -2.449
H -7.268 2.060 0.131
H -6.758 0.700 1.113
H -9.054 0.592 -0.919
H -9.218 0.683 0.830
H -8.498 -0.751 0.077
C -0.863 -1.836 6.859
C -1.377 -0.601 6.140
O -2.326 -0.878 5.126
C -3.517 -1.525 5.539
C -4.320 -0.744 6.564
H -0.427 -2.539 6.148
H -0.100 -1.556 7.586
H -1.657 -2.358 7.395
H -0.547 -0.106 5.635
H -1.783 0.122 6.856
H -3.294 -2.533 5.909
H -4.111 -1.649 4.633
H -3.774 -0.609 7.498
H -5.246 -1.272 6.795
H -4.571 0.245 6.179
C -5.126 7.745 -7.214
C -4.775 8.458 -5.918
O -4.980 7.677 -4.757
C -4.236 6.476 -4.673
C -2.730 6.675 -4.700
H -6.162 7.405 -7.193
H -4.996 8.420 -8.061
H -4.495 6.872 -7.384
H -5.419 9.330 -5.801
H -3.746 8.833 -5.952
H -4.546 5.780 -5.463
H -4.523 6.019 -3.726
H -2.390 7.114 -5.639
H -2.224 5.717 -4.580
H -2.417 7.338 -3.892
C -13.585 2.378 -2.329
C -12.184 1.949 -2.728
O -11.634 0.938 -1.905
C -12.341 -0.288 -1.859
C -12.477 -0.974 -3.207
H -13.599 2.717 -1.292
H -13.925 3.194 -2.968
H -14.304 1.564 -2.420
H -11.507 2.799 -2.636
H -12.159 1.643 -3.780
H -13.324 -0.144 -1.398
H -11.770 -0.928 -1.185
H -13.058 -0.379 -3.914
H -12.981 -1.934 -3.090
H -11.494 -1.148 -3.648
*
```

Results
Energy   -76669.0957 eV
Orbital gap   9.9 eV
Maximum force   0.052 hartree/bohr
LUMO   0.0220 hartree

These are the Mulliken partial charges, in e, on atoms 1 to 6: number 1, C, carries -1.125; number 2, C, carries 0.705; number 3, O, carries -0.607; number 4, N, carries -0.163; number 5, C, carries -0.611; number 6, C, carries -0.462